# 1
This record from the Open Molecules 2025 dataset describes C19H41NO8Si2 as an isolated structure. The level of theory is the ωB97M-V functional and the def2-TZVPD basis.

Calculated values
M = 467.7 g mol⁻¹
E = -1984.1606 Ha
LUMO energy = 3.478 eV

Geometry as ORCA input:
```
! RIJCOSX wB97M-V def2-TZVPD def2/J DEFGRID3
* xyz -2 1
C 0.84427 -6.13910 2.92702
C 1.04165 -4.77560 2.27133
O 2.19771 -4.83108 1.45318
C 2.66848 -3.56142 1.03550
C 1.91730 -3.00058 -0.19230
Si 0.61782 -1.70480 0.23651
C -0.01379 -0.78476 -1.27631
N -0.53573 -1.74185 -2.27702
C 0.50150 -2.30493 -3.14473
O 1.16711 -0.69487 1.41346
Si 2.00778 0.74475 1.23909
C 0.99075 2.06084 0.43787
C -0.42662 2.08130 1.02292
C -1.47645 2.59493 0.03403
C -2.89870 2.25406 0.51868
C -3.63683 1.30493 -0.43953
C -4.67704 0.41389 0.23902
O -4.52181 -0.97483 -0.13788
C -4.84719 -1.31357 -1.38742
C -4.16973 -2.59821 -1.78182
O -5.58154 -0.67541 -2.08886
C 3.63093 0.40517 0.30081
C 3.80598 1.18046 -0.99975
O 5.19529 1.54934 -1.22308
C 6.00853 0.53489 -1.51228
O 7.19279 0.56648 -1.39161
H 0.05248 -6.70645 2.43543
H 0.54652 -6.02733 3.97092
H 1.76875 -6.71397 2.87671
H 0.16481 -4.51591 1.66648
H 1.14869 -3.97781 3.01771
H 2.63537 -2.85760 1.87826
H 3.72223 -3.70764 0.78883
H 2.63592 -2.62726 -0.92699
H 1.37102 -3.83692 -0.64266
H -0.54335 -2.43393 0.80155
H 0.72675 -0.10429 -1.72536
H -0.84142 -0.15294 -0.94236
H -1.16170 -1.21373 -2.87245
H 1.44880 -1.75539 -3.06549
H 0.70953 -3.34904 -2.89611
H 0.17965 -2.27662 -4.18785
H 2.38390 1.13084 2.61679
H 1.45344 3.04096 0.64618
H 0.96936 1.95587 -0.65391
H -0.43781 2.76654 1.87657
H -0.76556 1.09191 1.37469
H -1.30358 2.08325 -0.92489
H -1.33621 3.68193 -0.05444
H -2.86268 1.80135 1.51671
H -3.46061 3.18597 0.61933
H -2.90513 0.65861 -0.93806
H -4.12292 1.88864 -1.22446
H -4.54500 0.41471 1.31984
H -5.69623 0.74126 0.02604
H -3.09214 -2.43380 -1.85521
H -4.33606 -3.35763 -1.01700
H -4.57353 -2.94088 -2.73229
H 3.75932 -0.66703 0.11244
H 4.45008 0.68537 0.97142
H 3.25818 2.11940 -1.01294
H 3.48744 0.58212 -1.86148
H 5.48530 -0.31364 -2.00041
O 0.12538 5.17502 0.91223
C -0.20342 6.47587 1.18877
C -1.63709 6.93120 0.75055
O -1.99123 8.21241 1.00031
H 0.48434 7.22139 0.71149
H -0.15688 6.72477 2.28144
H -2.31585 6.16310 1.24182
H -1.68126 6.64729 -0.34504
*
```

---

# 2
This record from the Open Molecules 2025 dataset describes C19H42AlNO2P3 as an isolated structure in a non-equilibrium geometry. The level of theory is the ωB97M-V functional and the def2-TZVPD basis.

Calculated values
Energy relative to the best compared isomer or geometry (same formula, charge and spin) = 86.2 kcal/mol
M = 436.5 g mol⁻¹
E = -2219.8471 Ha
LUMO energy (spin up / spin down) = -11.244 / -10.871 eV

Geometry as ORCA input:
```
! RIJCOSX wB97M-V def2-TZVPD def2/J DEFGRID3
* xyz 3 1
Al 1.38029 -0.21542 -3.29445
P -2.58220 -0.70462 1.64977
P -0.84575 -0.64466 -3.46019
P 1.05230 -0.73827 3.20451
H 1.21076 2.30387 -3.44191
C 1.94088 1.53027 -3.19939
C 2.54877 0.70755 -4.30553
H 2.21261 0.84970 -5.33336
C -3.88378 0.35849 2.28675
C -3.19459 -1.71854 0.31877
C -2.04900 -1.76551 2.98216
C -1.50750 -0.40055 -5.12364
C -1.34526 -2.29190 -2.90712
C -1.77860 0.53739 -2.45291
C 2.67431 -0.07454 2.65227
C 1.60079 -1.66600 4.69717
C 0.39721 0.76912 4.03965
H 2.56425 1.81263 -2.34817
H 3.59619 0.41500 -4.22660
H -4.75214 -0.30646 2.41139
H -4.10108 1.18486 1.57992
H -3.57844 0.79286 3.25730
H -4.18440 -2.01489 0.67153
H -2.58211 -2.62246 0.20563
H -3.28873 -1.21784 -0.65350
H -1.99626 -1.21893 3.93037
H -1.09287 -2.28060 2.79954
H -2.84819 -2.51101 3.04289
H -2.38851 -1.03858 -5.26061
H -0.74596 -0.66009 -5.86731
H -1.77944 0.65354 -5.25309
H -2.15892 -2.64382 -3.55486
H -1.68552 -2.25964 -1.86405
H -0.50274 -2.99070 -2.98494
H -2.83990 0.25959 -2.47328
H -1.65639 1.53904 -2.88456
H -1.42714 0.56495 -1.41431
H 3.39277 -0.13428 3.48037
H 2.57491 0.96335 2.30795
H 3.03620 -0.69203 1.81761
H 2.40266 -1.11160 5.20216
H 1.97462 -2.64882 4.37815
H 0.75239 -1.81493 5.37870
H 1.21624 1.28876 4.55472
H -0.37185 0.47127 4.76414
H -0.05691 1.43950 3.29737
C -0.23740 2.29450 0.55327
C -0.98148 3.45301 0.44087
C -0.26660 4.61155 0.22135
C 1.12738 4.54340 0.06330
C 1.84321 3.33244 0.09530
C 1.15014 2.16168 0.32249
O -0.78546 1.17376 1.00038
H -1.70271 0.94174 1.20421
H -2.06183 3.35767 0.58596
H -0.83387 5.54271 0.19373
H 1.66814 5.46369 -0.10376
H 2.92443 3.26406 -0.05647
H 1.59000 1.15228 0.35067
C 1.29525 -2.41289 -0.47733
C 2.50649 -2.06118 -1.25659
N 3.68541 -2.54897 -0.94747
O 2.50582 -1.28675 -2.28388
H 1.60776 -2.93331 0.43045
H 0.64438 -3.07912 -1.05875
H 0.73650 -1.51289 -0.19181
H 4.49905 -2.31418 -1.51098
H 3.78141 -3.19822 -0.18194
*
```

---

# 3
This record from the Open Molecules 2025 dataset describes C19H42BBrF4IN7O10P3 as an isolated structure in a non-equilibrium geometry. The level of theory is the ωB97M-V functional and the def2-TZVPD basis.

Calculated values
M = 915.1 g mol⁻¹
E = -6204.4510 Ha
LUMO energy = -4.897 eV

Geometry as ORCA input:
```
! RIJCOSX wB97M-V def2-TZVPD def2/J DEFGRID3
* xyz 1 1
C 0.79974 7.10496 -0.65450
C 1.69574 5.76147 -0.45159
N 1.09326 4.64785 -1.26959
C 2.08163 3.56949 -1.56526
C 1.90965 2.23114 -0.64019
C 3.37951 2.05395 -0.01590
C 3.75005 3.43102 0.79048
C 4.80474 3.00978 1.94189
F 5.46436 4.19924 2.39285
F 5.76267 2.08277 1.46596
F 4.06767 2.44870 3.03510
N 1.20292 1.01580 -1.30132
C 0.14613 0.77987 -0.24800
B -0.84149 -0.50000 -0.40532
O -0.57680 -1.66675 0.41850
O -1.99843 -0.60273 -1.26075
C 2.29904 -0.02888 -1.27943
O 2.42812 -0.87629 -0.35250
N 3.37767 -0.10929 -2.30740
C 4.60233 -0.72667 -1.74029
O 5.26698 -0.29555 -0.79816
F 5.09929 -1.90689 -2.38845
C 0.78183 1.49847 -2.69974
I -1.28070 2.40725 -2.80699
P 0.51444 0.22819 -4.08034
N 1.76257 -0.09099 -5.01544
O -0.69842 0.80779 -5.16843
O -0.00512 -1.31142 -3.50574
C 1.58084 2.90628 -2.98945
Br 0.26117 4.30617 -3.64993
C 2.72816 3.06352 -4.07570
P 3.21633 4.80873 -4.59261
O 2.51554 5.26085 -5.89868
O 3.11979 5.98664 -3.37723
O 4.88997 4.71485 -5.01336
H 1.05921 7.66134 -1.61563
H -0.30514 6.79065 -0.68527
H 0.90788 7.81792 0.23646
H 1.65780 5.53706 0.67775
H 2.78785 5.98218 -0.70480
H 0.31701 4.29662 -0.67585
H 3.15568 3.89101 -1.83771
H 1.36921 2.70195 0.26867
H 4.18180 1.95552 -0.81888
H 3.45537 1.24718 0.81047
H 2.84165 3.84539 1.35260
H 4.25228 4.20815 0.11982
H 0.71878 0.63168 0.74970
H -0.53036 1.68573 -0.02705
H 0.23537 -1.49072 0.94198
H -2.82706 -0.54671 -0.71757
H 3.02768 -0.85874 -2.95589
H 2.54861 0.45573 -4.64207
H -0.29461 1.47899 -5.76704
H -0.83540 -1.56003 -3.99841
H 2.36345 2.55099 -5.04951
H 3.64217 2.43313 -3.74140
H 2.27640 6.48095 -3.52855
H 5.41680 5.10792 -4.26669
O -2.89214 -2.80537 3.61415
P -3.08782 -4.32914 3.46892
N -4.07201 -4.12832 2.06673
C -5.32721 -4.75471 1.70744
C -3.33534 -3.74516 0.86118
N -4.06076 -4.38933 4.92688
C -5.51949 -4.36724 4.91734
C -3.66265 -3.41453 5.96124
N -3.21907 -6.08412 3.32979
C -2.50351 -6.71470 2.22494
C -4.10196 -7.00975 4.00855
H -5.21077 -5.81195 1.42966
H -5.79343 -4.25594 0.85864
H -6.07765 -4.69737 2.49252
H -2.72499 -4.56522 0.47591
H -2.66941 -2.89927 1.06530
H -3.99568 -3.41993 0.05096
H -5.92269 -3.46192 4.45518
H -5.91140 -4.42774 5.94042
H -5.94835 -5.24433 4.43425
H -4.04155 -2.40644 5.73248
H -2.57788 -3.36111 6.05670
H -4.05912 -3.69654 6.93904
H -3.11734 -6.75819 1.31919
H -2.19390 -7.73698 2.45948
H -1.59003 -6.16100 1.99603
H -5.09987 -7.01654 3.56191
H -4.17666 -6.81131 5.07832
H -3.73094 -8.03907 3.94926
*
```

---

# 4
This record from the Open Molecules 2025 dataset describes a 3-piece molecular cluster, C19H42ClFN2O7 overall in a non-equilibrium geometry. The level of theory is the ωB97M-V functional and the def2-TZVPD basis.

Calculated values
M = 465.0 g mol⁻¹
E = -1945.1965 Ha
LUMO energy = 0.575 eV

Geometry as ORCA input:
```
! RIJCOSX wB97M-V def2-TZVPD def2/J DEFGRID3
* xyz 0 1
C 1.57171 -1.83539 3.69658
C 2.73057 -0.88444 3.12881
Cl 3.49264 0.12189 4.48269
C 2.30952 -0.01659 1.85093
O 1.28985 0.98398 2.12120
C 0.07643 0.70540 1.45039
O -0.83518 0.12494 2.10029
O -0.22460 1.07557 0.11738
C -0.20415 -0.05836 -0.78475
C 0.91902 0.03185 -1.92188
C 1.64791 1.44651 -2.04456
F 1.93199 -0.95930 -1.58866
H 2.09991 -2.77695 4.10989
H 0.92217 -2.21371 2.83024
H 0.97190 -1.39619 4.55736
H 3.57500 -1.58373 2.76723
H 3.26055 0.55808 1.53095
H 2.04739 -0.69754 0.97224
H -0.03670 -1.03862 -0.19911
H -1.22084 -0.20738 -1.31261
H 0.50823 -0.23113 -2.95737
H 2.68137 1.23936 -2.51694
H 1.05752 2.18702 -2.71422
H 1.83067 1.98493 -1.05818
C 3.64286 1.83088 -8.19929
O 3.43871 3.23262 -8.28513
C 2.30715 3.59247 -9.07964
C 1.18839 4.16034 -8.20547
N 0.57971 3.12111 -7.37421
C -0.30417 3.64201 -6.33094
C 0.31972 4.53828 -5.24929
O 1.22739 3.86115 -4.38505
C 2.55071 3.75066 -4.88779
H 4.61681 1.66030 -7.73561
H 2.88136 1.36306 -7.56949
H 3.64454 1.36863 -9.18996
H 1.95330 2.75871 -9.69607
H 2.64469 4.38198 -9.75832
H 0.41951 4.60270 -8.84666
H 1.62325 4.95540 -7.59131
H 1.31303 2.58335 -6.92638
H -0.73983 2.77011 -5.82894
H -1.13557 4.17648 -6.80333
H -0.49721 4.88147 -4.60605
H 0.77497 5.44550 -5.66104
H 2.83552 4.60444 -5.50752
H 2.66459 2.81835 -5.44411
H 3.23325 3.70104 -4.03630
C -1.15623 -5.02415 4.95107
O -1.35771 -3.62301 4.85564
C -2.49793 -3.26782 4.07029
C -3.60576 -2.69003 4.95152
N -4.20743 -3.72060 5.79889
C -5.07874 -3.18836 6.84705
C -4.44117 -2.28361 7.91359
O -3.52583 -2.95424 8.77371
C -2.20817 -3.07240 8.25993
H -0.17726 -5.19339 5.40502
H -1.91137 -5.48447 5.59377
H -1.16736 -5.49499 3.96431
H -2.85998 -4.10646 3.46506
H -2.16647 -2.48467 3.38094
H -4.38068 -2.25187 4.31482
H -3.16265 -1.89046 5.55359
H -3.47038 -4.25579 6.24356
H -5.51056 -4.05460 7.36171
H -5.91426 -2.65638 6.37887
H -5.25037 -1.93285 8.56257
H -3.98863 -1.38107 7.48826
H -1.92736 -2.22491 7.62936
H -2.10152 -4.01003 7.71110
H -1.51775 -3.11513 9.10535
*
```

---

# 5
This record from the Open Molecules 2025 dataset describes a 3-piece molecular cluster, C19H42FN2O12PS3 overall in a non-equilibrium geometry. The level of theory is the ωB97M-V functional and the def2-TZVPD basis.

Calculated values
Energy relative to the best compared isomer or geometry (same formula, charge and spin) = 0.0 kcal/mol
M = 636.7 g mol⁻¹
E = -3397.0870 Ha
LUMO energy = -0.147 eV

Geometry as ORCA input:
```
! RIJCOSX wB97M-V def2-TZVPD def2/J DEFGRID3
* xyz 0 1
C 9.09520 -2.39202 -1.61971
C 8.49202 -1.22166 -2.43680
C 8.53357 -1.59978 -3.93894
O 7.79577 -0.69434 -4.79294
C 6.52348 -1.15872 -5.03519
O 6.34553 -1.80261 -5.99152
C 5.35761 -0.80287 -4.07258
S 4.56355 -2.39413 -3.67044
N 3.07654 -2.10566 -2.82388
P 3.19412 -2.38646 -1.09411
N 4.01498 -1.33038 -0.27844
S 2.31384 -0.68021 -3.24528
O 2.10261 -0.65685 -4.64522
O 2.95340 0.48781 -2.74959
F 0.90908 -0.79130 -2.49281
O 9.08095 0.04297 -2.12514
C 8.18786 1.09646 -2.27579
O 8.33169 1.84630 -3.16107
C 7.03500 1.29392 -1.23413
S 5.90759 2.61881 -1.77982
H 10.19354 -2.30664 -1.55063
H 8.68153 -2.41833 -0.59698
H 8.87945 -3.34577 -2.13231
H 7.41901 -1.16807 -2.15340
H 8.08952 -2.60683 -4.08661
H 9.57646 -1.66737 -4.29934
H 4.70408 -0.10945 -4.63026
H 5.76301 -0.28905 -3.18758
H 1.86991 -2.53616 -0.60614
H 3.81887 -3.66253 -0.96327
H 4.33318 -0.59865 -0.91552
H 6.49496 0.33586 -1.10355
H 7.46053 1.56648 -0.25159
H 5.82435 2.50653 -3.13764
C -1.51744 0.31652 5.57566
O -1.17984 0.52253 4.22147
C 0.19184 0.25987 3.95626
C 0.38364 -0.21318 2.52772
O 0.00099 -1.57429 2.32539
C -1.39825 -1.83951 2.31614
C -2.11070 -1.31626 1.08415
O -2.34435 0.07944 1.19822
C -2.50336 0.70437 -0.05889
H -0.97493 1.01543 6.22171
H -2.58672 0.49179 5.68667
H -1.30495 -0.71416 5.88093
H 0.58297 -0.49897 4.64293
H 0.74483 1.19626 4.10299
H 1.45315 -0.17817 2.30415
H -0.10756 0.44625 1.81140
H -1.87007 -1.48956 3.23539
H -1.48188 -2.92914 2.31150
H -3.08712 -1.81022 0.98850
H -1.50919 -1.53309 0.19342
H -1.61639 0.54895 -0.68314
H -2.62282 1.77400 0.10862
H -3.39271 0.32322 -0.57167
C -9.28544 0.18050 -1.01681
O -8.26546 0.89966 -0.35965
C -8.41210 2.30519 -0.50321
C -7.83383 3.03364 0.69593
O -8.66635 2.98948 1.84950
C -8.73355 1.74891 2.54625
C -7.46273 1.40180 3.29683
O -6.48376 0.88441 2.40952
C -5.16892 1.03798 2.90594
H -9.24585 0.35104 -2.09845
H -9.12959 -0.87945 -0.82132
H -10.27278 0.45905 -0.63198
H -9.46752 2.57722 -0.61519
H -7.86590 2.60718 -1.40630
H -7.76091 4.09317 0.43654
H -6.82263 2.69435 0.92538
H -9.04410 0.94096 1.88199
H -9.53020 1.87903 3.28267
H -7.67882 0.62466 4.04281
H -7.08495 2.29533 3.80713
H -4.94798 2.09505 3.09308
H -4.47521 0.67125 2.15227
H -5.03335 0.45820 3.82570
*
```

---

# 6
This record from the Open Molecules 2025 dataset describes a 3-piece molecular cluster, C19H42IN2O8 overall. The level of theory is the ωB97M-V functional and the def2-TZVPD basis.

Calculated values
M = 553.5 g mol⁻¹
E = -1758.0919 Ha
LUMO energy = 2.093 eV

Geometry as ORCA input:
```
! RIJCOSX wB97M-V def2-TZVPD def2/J DEFGRID3
* xyz -1 1
O 3.73933 1.09358 -4.41393
C 3.07395 0.21235 -4.83320
I 2.15962 -1.10629 -3.30922
C 2.77897 -0.14274 -6.24529
C 3.17099 -1.54221 -6.72783
C 2.21335 -2.10869 -7.74501
O 1.40998 -3.26240 -7.33663
C 0.43941 -2.98736 -6.41433
O -0.52771 -2.07986 -6.93380
C -1.26520 -1.44284 -5.92748
C -1.80380 -0.09503 -6.40235
O -0.90565 0.60996 -7.24494
H 1.69483 0.04442 -6.36043
H 3.29152 0.65652 -6.78409
H 3.25865 -2.21958 -5.87685
H 2.73127 -2.50530 -8.61923
H 1.54475 -1.32204 -8.10948
H -0.04905 -3.93673 -6.16193
H 0.86480 -2.55670 -5.50286
H -2.12717 -2.06380 -5.65018
H -0.64304 -1.29016 -5.04150
H -2.72814 -0.22828 -6.96215
H -2.03132 0.50425 -5.51826
H -0.37357 1.20130 -6.70884
C -2.71779 -4.42064 2.90544
O -3.10373 -3.08595 2.66116
C -2.34263 -2.11822 3.37858
C -1.57055 -1.23060 2.43463
N -0.50883 -1.97524 1.76863
C 0.18129 -1.22433 0.72189
C -0.61250 -0.83427 -0.51582
O -1.01014 -1.93742 -1.30513
C -2.26229 -2.50444 -0.98984
H -3.39589 -5.06152 2.34455
H -1.69212 -4.61803 2.57488
H -2.79779 -4.67051 3.96909
H -1.65992 -2.61116 4.07688
H -3.03917 -1.50539 3.95882
H -1.12182 -0.42111 3.00952
H -2.28568 -0.79031 1.72387
H -0.90037 -2.81567 1.36270
H 1.03284 -1.82226 0.38968
H 0.59018 -0.31135 1.16798
H 0.04514 -0.23291 -1.14774
H -1.48279 -0.20996 -0.27404
H -2.96568 -1.74956 -0.62465
H -2.18351 -3.30102 -0.24200
H -2.66276 -2.94183 -1.90488
C 2.49615 4.72533 3.08053
O 2.64952 4.20923 4.38892
C 2.06125 5.00441 5.40792
C 0.96373 4.23522 6.10601
N -0.16582 4.02567 5.21234
C -1.19784 3.13777 5.73295
C -0.82942 1.67482 5.94485
O -0.54835 0.98337 4.74439
C 0.80647 1.01458 4.32161
H 3.02681 4.05736 2.40578
H 1.44409 4.76976 2.77884
H 2.92912 5.72682 2.99613
H 1.66710 5.93539 4.99085
H 2.84056 5.25807 6.13321
H 0.62409 4.80504 6.97618
H 1.40020 3.29410 6.47073
H 0.17816 3.64949 4.33803
H -2.03967 3.16822 5.03721
H -1.55688 3.54518 6.68380
H -1.69802 1.17793 6.38667
H -0.00054 1.55260 6.65243
H 1.48914 1.05908 5.17365
H 1.01210 1.85697 3.65536
H 0.99780 0.09498 3.76723
*
```